1.
{
  "formula": "CHF3N3",
  "method": "ωB97M-V/def2-TZVPD",
  "species": ["N", "H", "F", "C", "N", "F", "F", "N"],
  "positions_angstrom": [[1.30, 0.17, -0.82], [-2.97, 0.25, 0.28], [2.83, -0.43, 1.01], [2.23, 0.18, 0.12], [2.05, 1.28, -0.57], [-1.05, 0.05, 0.61], [-2.25, -1.40, -0.43], [-2.12, -0.11, -0.20]],
  "mulliken_charge": [0.1125, 0.2793, -0.0205, 0.8463, 0.0394, -0.1521, -0.1114, 0.0067],
  "relative_energy_kj_mol": 286.90,
  "charge": 1,
  "homo_energy_ev": -14.03,
  "homo_lumo_gap_ev": 5.09,
  "spin_multiplicity": 1
}

2.
{
  "formula": "C4H15NO2S",
  "method": "ωB97M-V/def2-TZVPD",
  "species": ["H", "N", "C", "H", "H", "H", "C", "H", "H", "H", "H", "H", "O", "O", "C", "C", "H", "H", "H", "S", "H", "H", "H"],
  "positions_angstrom": [[-1.84, 0.30, 2.67], [-0.24, -2.20, -1.07], [-1.01, -1.03, -0.57], [0.61, -0.86, 3.25], [-0.52, -2.43, -2.01], [2.21, 2.18, 1.44], [0.35, 0.84, -1.65], [1.15, 0.10, -1.68], [-1.39, -0.16, -2.57], [-1.72, 0.97, -1.31], [2.07, 0.44, 0.77], [-1.96, -1.54, -0.52], [-2.18, 0.72, 1.89], [0.56, -0.96, 2.30], [2.11, 1.52, 0.57], [-1.01, 0.15, -1.53], [-0.06, -1.70, 2.19], [-0.63, -0.68, 0.40], [3.07, 1.62, 0.04], [0.65, 2.14, -0.35], [0.76, -2.04, -1.14], [-1.49, 1.28, 1.51], [0.53, 1.32, -2.63]],
  "mulliken_charge": [0.2881, -0.5800, -0.0391, 0.2794, 0.2397, 0.2950, -0.7808, 0.3070, 0.2999, 0.3074, 0.1855, 0.3040, -0.6212, -0.5759, -0.7652, -0.4699, 0.3191, -0.1627, 0.3336, -0.1174, 0.2721, 0.2949, 0.3865],
  "smiles": "CSCCCN.O.O",
  "relative_energy_kj_mol": 77.48,
  "charge": 0,
  "homo_energy_ev": -8.63,
  "homo_lumo_gap_ev": 9.08,
  "spin_multiplicity": 1
}

3.
{
  "formula": "C13H20N3O7SSe3W",
  "method": "ωB97M-V/def2-TZVPD",
  "species": ["H", "C", "C", "H", "C", "O", "H", "C", "N", "C", "C", "O", "W", "H", "C", "H", "C", "H", "H", "O", "H", "C", "H", "C", "H", "C", "H", "H", "S", "H", "N", "H", "H", "Se", "Se", "C", "Se", "H", "O", "O", "H", "H", "N", "H", "H", "O", "C", "O"],
  "positions_angstrom": [[3.40, 3.00, 0.56], [0.19, -1.42, -1.43], [2.81, 1.19, -1.53], [-1.20, -4.50, -1.80], [-0.54, -3.72, -1.45], [-2.26, -2.65, 0.95], [2.42, 2.41, -3.26], [2.30, 2.47, -2.18], [1.05, -1.66, -0.42], [-1.99, -0.57, 3.45], [-1.76, -1.61, 1.20], [-0.56, 2.07, 0.89], [-0.54, 0.64, -0.45], [-0.13, -2.29, 4.15], [-1.02, -1.26, 2.49], [-1.45, -0.26, 4.34], [0.47, -3.98, -0.56], [2.36, 2.70, 1.97], [0.38, 0.07, 2.84], [-1.78, -0.55, 0.32], [1.97, -3.08, 0.73], [1.21, -2.91, -0.03], [2.50, 0.30, -2.07], [-0.29, 2.69, -3.57], [-1.36, 2.92, -3.49], [-0.41, -2.50, 3.12], [-0.14, 1.68, -3.92], [2.85, 3.34, -1.82], [-2.04, 2.57, 0.60], [1.66, 3.42, 0.52], [0.22, -0.11, -1.97], [0.47, -2.82, 2.57], [0.67, -4.98, -0.23], [0.44, 2.88, -1.80], [2.08, 0.92, 0.26], [2.40, 2.72, 0.88], [-2.40, -0.42, -2.82], [3.89, 1.20, -1.45], [-2.96, 1.91, 1.47], [-2.06, 3.98, 0.48], [0.19, 3.42, -4.21], [-2.76, -1.28, 3.75], [-1.88, -2.06, -2.54], [-1.13, -3.31, 3.12], [-2.46, 0.29, 2.99], [-2.05, 1.85, -0.84], [-0.77, -2.39, -1.86], [0.00, -0.34, 2.06]],
  "lowdin_spin": [0.0004, 0.0764, 0.0021, 0.0033, 0.0724, 0.0026, 0.0000, 0.0002, -0.0087, 0.0001, 0.0026, 0.0037, 0.0498, 0.0002, 0.0011, 0.0000, -0.0212, 0.0001, 0.0000, 0.0279, 0.0039, 0.0829, 0.0009, 0.0049, 0.0012, 0.0017, 0.0046, 0.0000, 0.0001, 0.0001, 0.1591, 0.0009, -0.0027, 0.0010, 0.0103, 0.0021, 0.9603, 0.0000, -0.0004, 0.0015, 0.0003, 0.0000, 0.5225, 0.0000, 0.0001, 0.0218, 0.0106, -0.0007],
  "relative_energy_kj_mol": 88.55,
  "charge": 1,
  "homo_energy_ev": [-10.81, -12.03],
  "homo_lumo_gap_ev": [6.00, 7.10],
  "spin_multiplicity": 3
}

4.
{
  "formula": "C3H4N2O",
  "method": "ωB97M-V/def2-TZVPD",
  "species": ["H", "C", "H", "C", "N", "H", "C", "O", "H", "N"],
  "positions_angstrom": [[1.43, 1.96, 1.67], [-0.08, -0.35, 0.02], [-1.11, -1.53, 1.29], [0.43, -0.18, -1.34], [0.54, 0.34, 0.92], [-2.01, -0.99, 0.02], [1.51, 0.90, 1.42], [1.30, 0.61, -1.63], [-0.03, -0.86, -2.08], [-1.09, -1.29, 0.30]],
  "mulliken_charge": [0.2301, 0.2505, 0.2526, 0.0483, -0.0571, 0.2358, -0.2205, -0.5095, 0.3301, -0.5601],
  "relative_energy_kj_mol": 317.31,
  "charge": 0,
  "homo_energy_ev": [-8.16, -8.16],
  "homo_lumo_gap_ev": [8.17, 8.16],
  "spin_multiplicity": 1
}

5.
{
  "formula": "CH7NS2",
  "method": "ωB97M-V/def2-TZVPD",
  "species": ["S", "H", "H", "H", "H", "S", "C", "N", "H", "H", "H"],
  "positions_angstrom": [[1.29, 0.87, -3.06], [-1.29, -0.81, 0.56], [0.22, -0.20, -1.05], [1.01, 0.42, 1.91], [-1.09, -0.89, 2.25], [-0.18, -0.45, -2.32], [-0.50, -0.81, 1.33], [0.27, 0.43, 1.23], [0.49, 1.90, -3.41], [0.11, -1.67, 1.09], [-0.32, 1.21, 1.47]],
  "mulliken_charge": [-0.2027, 0.2912, 0.1956, 0.2157, 0.3152, -0.1857, -0.8754, -0.4840, 0.1576, 0.3822, 0.1904],
  "smiles": "CN.SS",
  "relative_energy_kj_mol": 50.35,
  "charge": 0,
  "homo_energy_ev": -9.07,
  "homo_lumo_gap_ev": 9.51,
  "spin_multiplicity": 1
}

6.
{
  "formula": "C6H11N2O",
  "method": "ωB97M-V/def2-TZVPD",
  "species": ["N", "H", "H", "C", "H", "H", "C", "H", "C", "H", "O", "H", "C", "H", "C", "H", "H", "C", "H", "N"],
  "positions_angstrom": [[2.38, 1.29, -0.03], [1.89, -2.55, -0.74], [-2.14, 1.88, 0.94], [1.25, -2.11, 0.02], [1.53, -2.52, 0.99], [-0.81, 1.30, 1.92], [-1.66, 0.80, -1.29], [-2.74, 0.74, -1.22], [-1.06, 0.23, 0.01], [-1.33, 0.23, -2.15], [1.05, 1.48, -0.06], [-2.28, 0.35, 1.80], [2.58, 0.01, 0.02], [0.22, -2.37, -0.20], [-1.60, 0.99, 1.25], [-1.37, 1.84, -1.42], [-1.31, -0.83, 0.09], [0.41, 0.36, -0.02], [3.56, -0.41, 0.06], [1.42, -0.69, 0.02]],
  "mulliken_charge": [-0.3755, 0.3553, 0.3641, -0.7846, 0.3369, 0.3660, -1.6770, 0.4354, 0.9282, 0.4066, -0.0054, 0.3449, -0.0863, 0.3189, -1.3565, 0.4139, 0.2914, 0.1389, 0.4731, 0.1115],
  "smiles": "CC(C)c1onc[n+]1C",
  "relative_energy_kj_mol": 225.80,
  "charge": 1,
  "homo_energy_ev": -15.52,
  "homo_lumo_gap_ev": 11.34,
  "spin_multiplicity": 1
}

7.
{
  "formula": "C9H19NPPb",
  "method": "ωB97M-V/def2-TZVPD",
  "species": ["H", "C", "C", "H", "P", "H", "Pb", "H", "H", "H", "H", "C", "C", "C", "H", "H", "C", "H", "H", "C", "H", "C", "N", "H", "H", "C", "H", "H", "H", "H", "H"],
  "positions_angstrom": [[0.50, 1.29, 2.75], [1.31, 0.62, 2.41], [2.07, -1.16, 5.14], [2.95, -1.32, 4.51], [0.83, -1.16, 2.70], [1.21, -0.73, 8.43], [0.08, 0.04, -2.06], [-0.67, 1.74, 0.17], [1.28, -2.36, -1.22], [-1.45, -0.23, 2.69], [-1.32, -0.70, 4.90], [1.09, -0.83, 7.34], [-0.98, -1.17, 2.36], [2.22, -1.05, 6.52], [2.18, -1.15, -0.50], [-1.07, -0.63, 7.37], [-1.78, 1.56, 0.12], [1.51, 0.75, 1.34], [0.87, -1.73, 0.31], [-0.17, -0.75, 6.74], [-1.46, -2.00, 2.92], [0.80, -1.06, 4.53], [1.24, -1.53, -0.63], [-1.16, -1.28, 1.28], [-2.02, 0.64, -0.43], [-0.33, -0.83, 5.34], [2.23, 0.80, 2.99], [-2.24, 2.40, -0.42], [-2.26, 1.39, 1.10], [0.74, 1.38, -3.07], [3.21, -1.13, 6.97]],
  "mulliken_charge": [0.3275, -0.9259, -0.5643, 0.3286, 0.1348, 0.3562, 0.7611, 0.1344, 0.3649, 0.1435, 0.2485, -0.4702, -1.0172, -0.5176, 0.3802, 0.3520, -0.8789, 0.1902, 0.1392, -0.5391, 0.3868, 0.7026, -0.6420, 0.3709, 0.1839, -0.2817, 0.4007, 0.3494, 0.2567, -0.0375, 0.3623],
  "relative_energy_kj_mol": 0.00,
  "charge": 1,
  "homo_energy_ev": -11.35,
  "homo_lumo_gap_ev": 6.15,
  "spin_multiplicity": 1
}

8.
{
  "formula": "C18H30NO5P2Pb",
  "method": "ωB97M-V/def2-TZVPD",
  "species": ["H", "O", "H", "C", "H", "H", "O", "C", "C", "H", "H", "C", "H", "C", "H", "H", "H", "H", "H", "H", "H", "H", "C", "O", "C", "H", "H", "H", "C", "C", "H", "C", "H", "C", "H", "P", "C", "H", "C", "C", "C", "O", "H", "H", "N", "C", "H", "H", "C", "P", "C", "O", "H", "H", "Pb", "H", "H"],
  "positions_angstrom": [[-1.26, 2.95, 6.36], [-1.40, 2.75, -3.24], [2.89, 2.92, -5.01], [1.11, -1.11, -3.08], [3.39, -0.64, -2.76], [-0.19, -1.75, -6.18], [-0.86, 2.67, 3.83], [0.17, -0.53, 5.32], [2.95, 0.70, -0.06], [-3.80, -0.76, 1.43], [-4.75, -0.72, -0.09], [-0.16, -1.54, -5.12], [-1.69, 3.66, -2.87], [-1.22, -1.33, -2.98], [-2.56, 1.59, 0.17], [0.10, -1.04, 7.41], [-0.93, 2.18, -2.60], [-2.84, -2.45, -2.05], [2.56, 0.99, 0.92], [4.20, -2.31, 0.71], [-2.19, 1.35, -1.62], [2.76, 3.31, -3.50], [2.50, -1.23, -2.37], [0.53, -1.04, 2.62], [-0.63, 0.99, 7.04], [0.57, -1.49, 4.99], [4.05, 0.77, -0.02], [2.02, -1.27, -5.06], [-2.52, -1.40, -2.16], [-2.80, 1.04, -0.75], [-3.32, -0.85, -2.68], [1.07, -1.24, -4.50], [-0.65, 2.23, 2.93], [-3.89, -1.19, 0.42], [-0.85, 1.18, 8.09], [2.44, -1.02, -0.47], [0.08, 0.14, 2.90], [-1.16, -3.26, 0.25], [-1.31, -1.62, -4.35], [-0.61, 1.72, 4.74], [-0.10, -0.26, 6.66], [2.83, 3.70, -4.41], [3.78, -2.98, -0.86], [4.79, -1.51, -0.77], [-0.04, -1.09, -2.33], [-0.87, 1.97, 6.09], [1.11, 3.87, 1.25], [-4.01, -2.28, 0.49], [-0.10, 0.45, 4.34], [-2.37, -0.69, -0.43], [3.94, -2.04, -0.31], [-0.21, 0.99, 2.01], [2.55, 1.42, -0.79], [-3.89, 1.17, -0.86], [0.18, -1.99, 0.57], [2.93, -2.24, -2.45], [-2.29, -1.83, -4.78]],
  "mulliken_charge": [0.4499, -0.6449, 0.3171, 0.3078, 0.5070, 0.4392, -0.6560, -0.4170, -0.9580, 0.3865, 0.4432, -0.4778, 0.3368, 0.4930, 0.3416, 0.3824, 0.3457, 0.4801, 0.2342, 0.3978, 0.1342, 0.3052, -1.0844, -0.8151, -0.3634, 0.3234, 0.4143, 0.4291, -1.0529, -1.1258, 0.4787, -0.7002, 0.3489, -1.2879, 0.3848, 0.7947, 1.4658, -0.0451, -0.9128, 0.3073, -0.6066, -0.6209, 0.4214, 0.4184, 0.1153, -0.6391, 0.0212, 0.3488, -0.0695, 0.5908, -1.4078, -0.7102, 0.2844, 0.4482, 0.8231, 0.3944, 0.4805],
  "charge": 1,
  "homo_energy_ev": [-10.30, -10.30],
  "homo_lumo_gap_ev": [5.49, 6.60],
  "spin_multiplicity": 1
}

What did the fourth record say?
{
  "formula": "C3H4N2O",
  "method": "ωB97M-V/def2-TZVPD",
  "species": ["H", "C", "H", "C", "N", "H", "C", "O", "H", "N"],
  "positions_angstrom": [[1.43, 1.96, 1.67], [-0.08, -0.35, 0.02], [-1.11, -1.53, 1.29], [0.43, -0.18, -1.34], [0.54, 0.34, 0.92], [-2.01, -0.99, 0.02], [1.51, 0.90, 1.42], [1.30, 0.61, -1.63], [-0.03, -0.86, -2.08], [-1.09, -1.29, 0.30]],
  "mulliken_charge": [0.2301, 0.2505, 0.2526, 0.0483, -0.0571, 0.2358, -0.2205, -0.5095, 0.3301, -0.5601],
  "relative_energy_kj_mol": 317.31,
  "charge": 0,
  "homo_energy_ev": [-8.16, -8.16],
  "homo_lumo_gap_ev": [8.17, 8.16],
  "spin_multiplicity": 1
}